A 2-piece molecular cluster, CH5NO4S overall in a non-equilibrium geometry, computed with wB97M-V/def2-TZVPD.

Output
Charge: 0
Maximum force, eV Å⁻¹: 3.274
E_LUMO, Ha: -0.0139
HOMO level, eV: -10.00

The geometry in XYZ format:
```
12
Properties=species:S:1:pos:R:3:forces:R:3
O 0.368113 1.913832 -1.420008 0.217 0.757 -0.521
C 0.203986 0.749054 -1.274589 -0.048 0.834 1.327
S 1.413653 -0.089989 -0.176194 -0.347 1.180 -0.917
O 1.140430 0.290768 1.178514 0.199 -0.387 -0.510
O 1.481333 -1.435967 -0.630946 0.596 -0.089 0.404
O 2.671404 0.726192 -0.742817 0.192 0.024 0.525
H -0.696037 0.273339 -1.607345 -0.527 -1.048 -0.360
H 2.645031 1.703532 -0.557388 -0.324 -1.251 0.030
N -2.340924 -0.818471 1.253341 -0.358 1.752 2.022
H -2.711191 -1.021986 2.202246 1.549 0.564 -0.653
H -1.357603 -0.831340 1.041065 0.094 -0.329 0.920
H -2.818199 -1.458964 0.734119 -1.245 -2.007 -2.267
```
Positions in Å, forces in eV/Å.